No. 1
{
  "formula": "C32H54BiN2O3P2",
  "method": "ωB97M-V/def2-TZVPD",
  "symbols": ["Bi", "C", "C", "C", "C", "C", "C", "H", "H", "H", "C", "H", "H", "H", "C", "H", "H", "H", "C", "H", "H", "H", "C", "H", "H", "H", "C", "C", "C", "C", "C", "C", "C", "C", "H", "H", "H", "H", "H", "H", "H", "H", "H", "H", "H", "H", "P", "P", "C", "C", "H", "H", "H", "H", "C", "H", "H", "H", "C", "H", "H", "H", "C", "H", "H", "H", "C", "H", "H", "H", "C", "C", "C", "C", "C", "C", "O", "N", "C", "O", "N", "C", "O", "H", "H", "H", "H", "H", "H", "H", "H", "H", "H", "H"],
  "coordinates": [[-0.7431, 0.2350, -1.4677], [-0.5300, -2.6748, 1.2579], [0.7804, -2.7256, 0.7288], [0.7745, -1.1990, 2.4375], [-0.5298, -1.7350, 2.3165], [1.5794, -1.7916, 1.4392], [-1.7170, -3.4417, 0.8021], [-1.4794, -4.0490, -0.0765], [-2.5513, -2.7725, 0.5379], [-2.0833, -4.1142, 1.5952], [-1.7038, -1.3504, 3.1337], [-2.4975, -2.0977, 3.0303], [-2.1134, -0.3808, 2.8112], [-1.4249, -1.2638, 4.1920], [1.2268, -0.1747, 3.4095], [0.6742, -0.2538, 4.3545], [1.0749, 0.8466, 3.0213], [2.2973, -0.2948, 3.6206], [3.0037, -1.4531, 1.1832], [3.5892, -1.5121, 2.1139], [3.1158, -0.4244, 0.7967], [3.4406, -2.1372, 0.4475], [1.2543, -3.6197, -0.3558], [1.6542, -4.5627, 0.0581], [2.0594, -3.1415, -0.9310], [0.4346, -3.8787, -1.0387], [-1.8036, 1.2923, -6.1566], [-2.0672, -0.0641, -6.1591], [-1.2421, -1.1074, -6.8455], [0.2928, -0.8478, -6.8334], [0.8489, -0.1860, -5.5955], [0.9516, 1.1478, -5.5013], [0.5880, 2.0828, -6.5945], [-0.8451, 1.9208, -7.1326], [-1.5566, -1.2659, -7.9013], [0.5562, -0.2857, -7.7467], [-1.4128, -2.0695, -6.3257], [-0.8143, 1.3953, -8.1008], [-2.5539, 2.0326, -5.8463], [-3.0428, -0.4450, -5.8388], [-1.1883, 2.9413, -7.3626], [0.7297, 3.1201, -6.2455], [1.5183, 1.6657, -4.7403], [1.3087, 1.9738, -7.4273], [0.7711, -1.8390, -6.9292], [1.3932, -0.8779, -4.9421], [-1.7601, 0.9805, -3.7932], [1.2268, 2.0426, -1.9086], [-1.0588, 2.7644, -3.6855], [0.2018, 3.2135, -2.8782], [-1.9171, 3.4135, -3.3819], [-0.8822, 2.9915, -4.7403], [0.8954, 3.7139, -3.5723], [-0.1222, 3.9703, -2.1426], [2.0018, 2.9655, -0.5585], [3.0722, 2.7178, -0.5526], [1.5437, 2.7182, 0.4168], [1.8859, 4.0427, -0.7468], [2.6199, 1.2116, -2.7864], [3.3028, 1.9592, -3.2106], [2.2548, 0.5522, -3.5858], [3.1665, 0.5649, -2.0884], [-3.5612, 1.1846, -3.4631], [-3.8829, 0.8020, -2.4797], [-4.1004, 0.6938, -4.2863], [-3.7997, 2.2570, -3.4853], [-1.4530, -0.9830, -3.7132], [-1.3793, -1.4317, -2.6911], [-0.5583, -1.2478, -4.2817], [-2.3455, -1.4363, -4.1648], [-0.1310, 4.8101, 4.1855], [-1.2755, 4.8831, 3.1934], [-1.8626, 3.5356, 2.6818], [-2.5242, 2.7120, 3.8254], [-1.5991, 2.0161, 4.7943], [-2.9780, 3.8759, 1.6918], [-3.5436, 4.9422, 1.5227], [-3.3695, 2.7552, 0.9256], [-2.4625, 1.8239, 0.4440], [-2.8269, 0.9547, -0.4145], [-1.2016, 1.8633, 0.8785], [-0.8328, 2.7045, 1.8876], [0.3691, 2.8006, 2.1930], [-0.4662, 4.6889, 5.2236], [0.4235, 5.7542, 4.1158], [0.5451, 3.9926, 3.9008], [-2.0946, 5.4822, 3.6283], [-0.9207, 5.4373, 2.3103], [-3.1736, 3.4138, 4.3724], [-3.2064, 1.9987, 3.3395], [-0.9790, 2.7417, 5.3337], [-2.2336, 1.4780, 5.5090], [-0.9464, 1.2897, 4.2855], [-4.2274, 2.8853, 0.3964]],
  "forces_ev_per_a": [[0.04, 1.38, 2.62], [-0.40, 0.92, 1.00], [-0.47, -0.04, 0.03], [2.76, -0.16, -1.44], [-1.40, -1.62, -1.50], [-0.47, 1.39, 1.66], [-0.45, -0.25, 0.05], [-0.14, 0.00, 0.14], [0.13, -0.21, 0.02], [0.02, 0.08, -0.34], [-0.17, -0.12, 0.12], [0.08, 0.18, 0.12], [0.09, -0.11, 0.09], [-0.18, 0.03, -0.17], [0.10, 0.20, 0.19], [0.18, 0.03, -0.13], [0.06, -0.29, 0.13], [-0.23, 0.08, 0.02], [0.36, 0.11, 0.01], [0.00, 0.00, -0.35], [0.04, -0.25, 0.10], [0.09, 0.13, 0.20], [0.05, -0.09, -0.22], [-0.11, 0.29, -0.16], [-0.16, -0.21, 0.08], [0.24, -0.02, 0.11], [-1.58, -1.47, -1.24], [-0.87, 0.96, -2.08], [0.48, -0.40, 0.14], [-0.14, -0.56, -0.50], [0.89, 0.50, -0.71], [0.86, -0.55, -0.28], [0.05, 0.68, -0.53], [0.77, 0.67, -0.10], [0.02, 0.13, 0.56], [0.08, -0.11, 0.50], [-0.10, 0.36, -0.31], [-0.26, -0.08, 0.52], [-0.15, -0.67, 0.02], [0.36, 0.38, 0.28], [-0.18, -0.41, 0.01], [-0.06, -0.37, -0.06], [-0.20, -0.44, 0.10], [-0.23, -0.04, 0.30], [-0.11, 0.45, -0.10], [-0.37, 0.48, 0.28], [1.67, -0.02, 2.73], [-0.37, -1.24, 0.61], [-0.32, 1.49, 0.18], [-0.04, 0.39, -0.71], [0.62, -0.42, -0.08], [0.05, 0.13, 0.22], [-0.22, 0.14, 0.19], [0.30, -0.34, -0.14], [0.11, 0.27, 0.12], [-0.30, 0.09, 0.10], [0.14, 0.08, -0.38], [0.09, -0.25, 0.10], [-0.19, 0.00, -0.28], [-0.06, -0.21, 0.04], [0.24, 0.27, 0.46], [-0.19, 0.40, 0.15], [-0.03, -0.06, -0.12], [0.25, 0.01, -0.55], [0.00, 0.09, 0.35], [0.12, -0.31, -0.06], [-1.22, -0.81, -0.80], [-0.25, -0.31, -1.03], [-0.36, 0.02, 0.26], [0.35, -0.24, 0.25], [0.54, -0.05, 0.17], [-0.21, 0.01, -0.42], [-0.22, 0.87, -0.25], [-0.64, 0.23, -0.58], [0.21, -0.22, 0.10], [-0.49, 0.70, -0.26], [0.70, -1.41, 0.51], [-0.32, -0.26, -0.73], [-0.22, 0.02, 0.62], [0.33, 0.92, 0.45], [-0.23, -0.47, -0.96], [2.06, 0.35, 0.82], [-1.56, -0.27, -0.72], [0.10, 0.07, -0.29], [-0.05, -0.20, 0.21], [-0.16, 0.47, 0.42], [0.16, -0.33, -0.37], [-0.20, -0.13, 0.18], [0.16, -0.13, -0.16], [0.18, -0.08, 0.30], [-0.17, -0.45, -0.10], [0.30, 0.03, -0.02], [-0.20, 0.30, 0.24], [0.20, -0.13, 0.07]],
  "orbital_gap_ev": [5.490, 5.149],
  "lumo_ev": [-3.63, -3.69],
  "charge": 1
}

No. 2
{
  "formula": "C32H54BrKN2O3Si2",
  "method": "ωB97M-V/def2-TZVPD",
  "symbols": ["K", "C", "Si", "C", "C", "N", "C", "C", "C", "C", "C", "C", "O", "C", "C", "C", "C", "C", "C", "H", "H", "H", "H", "H", "H", "H", "H", "H", "H", "H", "H", "H", "H", "H", "H", "H", "H", "C", "C", "C", "C", "Si", "C", "C", "C", "C", "C", "C", "C", "C", "H", "H", "H", "H", "H", "H", "H", "H", "H", "H", "H", "H", "H", "H", "H", "H", "H", "H", "H", "H", "H", "H", "H", "H", "H", "H", "H", "O", "C", "O", "C", "N", "C", "C", "C", "H", "H", "H", "H", "H", "H", "H", "H", "H", "Br"],
  "coordinates": [[0.2849, -0.8455, 0.1083], [-2.6846, -2.7040, 1.7194], [-2.1246, -3.9681, 0.4443], [-3.7533, -4.7542, -0.1472], [-1.2111, -5.3561, 1.3723], [-1.2214, -3.1937, -0.7559], [-0.7627, -3.7829, -1.8751], [-0.9086, -5.1553, -2.2168], [-0.4110, -5.7145, -3.3845], [0.2835, -4.9435, -4.3015], [0.4689, -3.5890, -4.0132], [-0.0423, -3.0364, -2.8608], [0.1722, -1.6948, -2.5459], [0.5015, -0.8216, -3.5466], [1.7080, -0.1446, -3.4534], [2.0288, 0.8047, -4.4146], [1.1591, 1.0684, -5.4620], [-0.0482, 0.3842, -5.5415], [-0.3843, -0.5603, -4.5850], [-3.1214, -3.2037, 2.5905], [-3.4578, -2.0678, 1.2787], [-1.8973, -2.0384, 2.0777], [-4.3047, -5.1812, 0.6977], [-3.6074, -5.5426, -0.8880], [-4.3790, -3.9816, -0.6029], [-1.6789, -5.5575, 2.3420], [-0.1680, -5.0813, 1.5436], [-1.2111, -6.2878, 0.8008], [-1.4301, -5.7943, -1.5141], [-0.5639, -6.7733, -3.5704], [0.6895, -5.3703, -5.2100], [1.0263, -2.9627, -4.6990], [2.3677, -0.3627, -2.6214], [2.9598, 1.3514, -4.3314], [1.4085, 1.8206, -6.2001], [-0.7429, 0.6005, -6.3445], [-1.3224, -1.0984, -4.6240], [-0.5984, 3.0895, -2.9027], [0.2184, 3.8108, -1.8201], [1.6743, 3.7313, -2.2962], [-0.1819, 5.2894, -1.8287], [0.0491, 2.7613, -0.1156], [-1.6679, 3.4039, 0.7081], [-2.7846, 3.2960, -0.3379], [-2.0622, 2.4194, 1.8189], [-1.7249, 4.8179, 1.2951], [1.4901, 3.4748, 1.0795], [1.1741, 3.0657, 2.5239], [1.7723, 4.9810, 1.0811], [2.8003, 2.7495, 0.7326], [-0.4208, 3.5586, -3.8839], [-1.6717, 3.1153, -2.7141], [-0.3045, 2.0399, -2.9771], [1.7450, 4.0748, -3.3406], [2.0463, 2.7039, -2.2618], [2.3440, 4.3534, -1.7006], [0.0229, 5.7331, -2.8178], [0.3712, 5.8706, -1.0880], [-1.2461, 5.4309, -1.6319], [-2.7746, 2.3187, -0.8293], [-2.7127, 4.0620, -1.1114], [-3.7645, 3.4138, 0.1506], [-2.1339, 1.3997, 1.4344], [-3.0465, 2.6947, 2.2309], [-1.3540, 2.3923, 2.6455], [-1.4636, 5.5836, 0.5620], [-1.0536, 4.9340, 2.1478], [-2.7434, 5.0397, 1.6561], [0.3512, 3.6396, 2.9530], [2.0578, 3.2334, 3.1590], [0.9132, 2.0062, 2.5933], [0.8849, 5.5700, 1.3205], [2.1485, 5.3287, 0.1170], [2.5428, 5.2232, 1.8320], [2.6930, 1.6649, 0.8126], [3.5928, 3.0568, 1.4332], [3.1526, 2.9670, -0.2755], [0.1726, -0.2071, 4.9666], [0.3733, -0.7472, 3.7607], [-0.3119, -0.4832, 2.8048], [1.5373, -1.7169, 3.6833], [2.2026, -1.8489, 4.9989], [2.1704, -3.2698, 5.3971], [0.9684, -3.8323, 4.6478], [1.0680, -3.1230, 3.2994], [2.2148, -1.3413, 2.9090], [0.8856, -0.6168, 5.5131], [3.1523, -1.5089, 4.9366], [2.0855, -3.3659, 6.4818], [3.0803, -3.7887, 5.0763], [0.0422, -3.5555, 5.1602], [0.9988, -4.9186, 4.5650], [0.1354, -3.1042, 2.7399], [1.8287, -3.5758, 2.6604], [3.4386, -1.7568, 0.7798]],
  "forces_ev_per_a": [[0.02, -0.04, -0.11], [-0.01, 0.04, 0.02], [0.00, 0.02, -0.14], [-0.02, 0.01, 0.03], [0.00, 0.01, 0.01], [0.01, -0.03, 0.09], [0.02, -0.04, -0.03], [0.00, 0.01, 0.01], [0.00, 0.00, 0.00], [0.01, 0.02, 0.00], [-0.01, -0.03, -0.01], [-0.03, 0.02, 0.01], [0.02, 0.00, 0.09], [-0.01, -0.03, 0.05], [-0.02, 0.00, -0.01], [0.01, 0.00, 0.00], [0.02, 0.00, -0.01], [-0.02, -0.03, 0.02], [0.03, 0.04, -0.06], [-0.02, 0.01, 0.00], [0.00, 0.00, 0.00], [0.01, -0.06, -0.01], [-0.01, 0.01, 0.00], [0.02, 0.00, 0.00], [-0.01, -0.01, 0.00], [0.00, -0.01, 0.00], [0.00, -0.01, 0.01], [0.00, 0.00, -0.01], [0.00, -0.01, -0.01], [0.00, 0.00, 0.00], [0.00, 0.00, 0.00], [0.00, 0.01, 0.00], [0.01, 0.00, -0.01], [0.00, 0.00, 0.00], [0.00, 0.00, 0.00], [0.00, 0.00, 0.00], [0.00, -0.01, 0.01], [0.00, 0.00, 0.01], [0.03, -0.01, 0.00], [0.00, -0.01, 0.00], [0.00, 0.01, -0.01], [-0.05, -0.01, 0.00], [-0.01, -0.01, -0.03], [-0.01, 0.00, 0.02], [0.01, 0.00, 0.00], [0.00, 0.01, 0.00], [0.01, -0.01, 0.02], [0.01, 0.00, 0.01], [0.00, 0.01, -0.01], [-0.02, 0.01, 0.02], [-0.01, 0.00, 0.00], [0.00, 0.01, 0.01], [0.00, 0.01, -0.01], [0.01, 0.00, 0.00], [0.00, 0.01, 0.01], [-0.01, 0.00, 0.00], [0.00, 0.00, 0.00], [-0.01, 0.00, -0.01], [0.00, -0.01, 0.00], [0.00, 0.00, 0.00], [0.00, 0.00, 0.00], [0.00, 0.00, -0.01], [0.00, 0.00, 0.00], [0.00, 0.00, 0.00], [0.00, 0.00, 0.00], [0.00, 0.00, 0.00], [-0.01, 0.00, 0.00], [0.00, 0.00, 0.00], [0.01, 0.00, 0.00], [0.00, 0.01, 0.00], [0.00, 0.00, -0.01], [0.01, 0.00, 0.00], [0.00, 0.00, 0.00], [0.00, 0.00, 0.00], [0.01, 0.00, -0.01], [0.00, -0.01, 0.00], [0.00, 0.00, 0.00], [0.00, -0.02, 0.01], [0.06, -0.03, -0.01], [-0.06, 0.07, 0.13], [-0.04, 0.02, -0.01], [-0.02, 0.00, 0.00], [0.01, 0.01, 0.00], [0.00, -0.01, -0.01], [0.02, 0.00, -0.03], [0.02, 0.01, 0.01], [0.00, 0.02, 0.00], [0.00, 0.00, -0.01], [0.00, 0.01, 0.00], [0.00, 0.00, 0.00], [0.00, 0.00, 0.00], [0.00, 0.00, 0.00], [-0.02, 0.00, 0.01], [0.01, 0.00, 0.02], [0.03, 0.03, -0.04]],
  "orbital_gap_ev": 4.793,
  "lumo_ev": 4.07,
  "charge": -2
}

Values for energy relative to the best compared isomer or geometry (same formula, charge and spin), eV, ordered as above
0.547 0.317